# 1
Molecular formula: C24H41FN2O11
Method: DFT, ωB97M-V with the def2-TZVPD basis set

Calculated values
Net charge = -2

CARTESIAN COORDINATES (ANGSTROEM)
O  -16.179  34.468  25.359
H  -16.509  33.576  25.489
H  -16.590  35.018  26.030
H  -16.356  34.793  24.473
C  -22.616  29.986  25.144
C  -21.407  30.199  24.628
C  -20.087  29.961  25.365
O  -18.970  30.359  24.896
C  -20.077  29.572  26.664
C  -21.330  29.287  27.346
C  -22.758  29.577  26.518
O  -23.870  29.446  27.071
O  -21.422  28.784  28.419
O  -21.457  30.586  23.396
H  -23.541  30.116  24.601
H  -19.150  29.572  27.216
F  -16.615  34.439  21.495
C  -13.741  30.887  21.183
O  -14.587  30.630  20.033
C  -13.935  30.336  18.875
C  -14.746  30.372  17.589
N  -15.641  31.449  17.724
C  -16.547  31.532  16.486
C  -17.518  32.690  16.623
O  -18.394  32.589  17.673
C  -19.451  33.572  17.689
H  -13.491  31.945  21.269
H  -12.931  30.165  21.288
H  -14.402  30.741  22.037
H  -13.650  29.285  18.906
H  -12.952  30.732  18.622
H  -15.316  29.443  17.570
H  -14.134  30.389  16.687
H  -14.982  32.214  17.725
H  -17.087  30.656  16.126
H  -15.888  31.874  15.688
H  -18.082  32.832  15.702
H  -16.926  33.592  16.780
H  -20.081  33.648  16.802
H  -19.038  34.567  17.854
H  -20.269  33.367  18.379
C  -13.739  32.452  33.754
O  -13.842  32.872  32.375
C  -15.120  32.844  31.859
C  -15.165  33.379  30.444
N  -16.518  33.260  29.818
C  -17.520  34.209  30.371
C  -17.300  35.634  30.026
O  -17.343  35.885  28.594
C  -17.243  37.242  28.121
H  -12.949  32.895  34.360
H  -13.625  31.381  33.921
H  -14.603  32.864  34.275
H  -15.844  33.398  32.456
H  -15.376  31.784  31.868
H  -14.396  32.874  29.859
H  -14.843  34.418  30.517
H  -16.765  32.356  30.196
H  -17.588  34.256  31.458
H  -18.543  33.941  30.111
H  -16.391  35.970  30.524
H  -18.193  36.105  30.438
H  -16.330  37.684  28.521
H  -18.059  37.893  28.434
H  -17.222  37.383  27.040
C  -22.607  38.795  24.655
C  -21.740  38.732  23.572
C  -20.951  37.574  23.301
C  -21.121  36.387  24.068
C  -21.989  36.512  25.257
C  -22.694  37.689  25.500
O  -23.507  37.810  26.585
O  -20.031  37.546  22.276
H  -23.174  39.696  24.839
H  -21.653  39.611  22.951
H  -20.502  35.506  23.987
H  -21.980  35.794  26.063
H  -24.032  38.594  26.409
H  -19.506  36.742  22.262

Results of the Mulliken charge analysis, in e, for atoms 1 through 4: -0.3196, 0.4530, 0.3480, 0.4173

=====

# 2
Molecular formula: C18H37N3O5P2Tl
Method: DFT, ωB97M-V with the def2-TZVPD basis set

Calculated values
Net charge = -1
ΔE to the lowest compared entry with this formula, charge and spin = 0.0 kcal/mol

CARTESIAN COORDINATES (ANGSTROEM)
Tl  -1.133  0.412  1.533
N  -1.910  -5.178  2.171
C  -0.510  -5.421  2.569
C  0.207  -4.112  2.940
N  0.112  -3.095  1.845
C  1.246  -3.084  0.945
C  1.427  -4.344  0.074
N  0.286  -4.684  -0.774
H  -1.917  -4.209  1.797
H  -2.519  -5.215  2.972
H  -0.484  -6.118  3.405
H  0.006  -5.910  1.745
H  -0.324  -3.693  3.795
H  1.237  -4.282  3.278
H  0.123  -2.191  2.308
H  1.102  -2.264  0.223
H  2.182  -2.933  1.520
H  2.261  -4.100  -0.609
H  1.743  -5.235  0.685
H  -0.080  -3.797  -1.079
H  -0.453  -4.992  -0.154
O  -0.331  4.342  3.242
C  -0.155  3.325  2.559
O  -1.139  2.557  2.150
C  1.284  3.099  2.048
C  1.195  3.014  0.553
C  2.575  3.426  -0.072
C  3.450  2.163  0.278
C  2.374  1.292  0.972
O  1.196  1.609  0.280
C  2.129  1.808  2.413
C  1.368  0.822  3.310
O  1.349  1.114  4.523
O  0.773  -0.186  2.760
H  1.817  3.974  2.364
H  0.292  3.489  0.162
H  3.008  4.331  0.315
H  2.424  3.488  -1.143
H  4.307  2.385  0.946
H  3.780  1.676  -0.640
H  2.563  0.192  0.926
H  3.055  2.041  2.931
C  -2.326  3.992  -0.552
P  -1.934  2.293  -1.017
C  -3.712  1.772  -1.255
C  -1.553  2.566  -2.868
C  -1.926  1.319  -3.654
P  -1.132  -0.182  -2.958
C  -1.151  -1.271  -4.460
C  0.703  0.331  -2.886
H  -3.056  4.460  -1.212
H  -1.403  4.648  -0.447
H  -2.767  4.056  0.438
H  -4.190  2.334  -2.061
H  -4.159  2.050  -0.296
H  -3.800  0.696  -1.419
H  -0.498  2.816  -2.995
H  -2.098  3.434  -3.200
H  -1.737  1.463  -4.708
H  -2.985  1.164  -3.557
H  -0.768  -0.810  -5.365
H  -2.113  -1.648  -4.696
H  -0.524  -2.120  -4.260
H  0.975  1.077  -3.621
H  1.321  -0.528  -3.161
H  0.917  0.568  -1.855

Results of the Mulliken charge analysis, in e, for atoms 1 through 4: 0.9509, -0.6108, -0.7123, -0.4424

=====

# 3
Molecular formula: C10H9Cl16F9N2O2S
Method: DFT, ωB97M-V with the def2-TZVPD basis set

Calculated values
SMILES string = NCNC(=O)OCCC(F)(F)C(F)(F)S(F)(F)(F)(F)F.ClC(Cl)(Cl)Cl.ClC(Cl)(Cl)Cl.ClC(Cl)(Cl)Cl.ClC(Cl)(Cl)Cl

CARTESIAN COORDINATES (ANGSTROEM)
N  -0.955  0.351  -2.011
C  -0.014  1.448  -2.189
N  1.307  0.945  -2.619
C  1.897  0.022  -1.724
O  2.749  0.332  -0.917
O  1.466  -1.234  -1.905
C  2.197  -2.218  -1.167
C  1.879  -2.288  0.319
C  0.458  -2.701  0.633
F  -0.490  -1.951  0.039
F  0.289  -3.973  0.129
C  0.095  -2.863  2.135
F  -1.161  -3.270  2.247
F  0.879  -3.824  2.638
S  0.336  -1.341  3.241
F  -1.231  -1.079  3.303
F  0.197  -2.282  4.525
F  1.898  -1.565  3.211
F  0.425  -0.347  2.008
F  0.557  -0.114  4.216
H  -1.896  0.729  -2.027
H  -0.891  -0.237  -2.839
H  -0.350  2.118  -2.993
H  0.064  2.057  -1.284
H  1.944  1.736  -2.554
H  2.016  -3.183  -1.641
H  3.267  -2.017  -1.260
H  2.182  -1.372  0.816
H  2.499  -3.088  0.738
Cl  0.539  3.670  0.349
C  -0.587  5.031  0.299
Cl  -1.500  5.101  1.805
Cl  0.307  6.535  0.074
Cl  -1.693  4.785  -1.059
Cl  5.363  -2.369  5.255
C  4.320  -1.528  6.409
Cl  4.627  -2.147  8.035
Cl  4.674  0.203  6.363
Cl  2.634  -1.795  5.974
Cl  -3.659  -3.682  -3.916
C  -4.089  -2.389  -2.792
Cl  -2.797  -2.167  -1.619
Cl  -4.321  -0.883  -3.698
Cl  -5.592  -2.806  -1.963
Cl  -3.861  5.227  -6.277
C  -3.970  5.158  -4.518
Cl  -5.662  5.045  -4.032
Cl  -3.098  3.731  -3.935
Cl  -3.251  6.612  -3.825

Results of the Mulliken charge analysis, in e, for atoms 1 through 4: -0.3456, 0.2925, -0.2762, 0.4989

=====

# 4
Molecular formula: C3H4LiO2Tm
Method: DFT, ωB97M-V with the def2-TZVPD basis set

Calculated values
Net charge = +3
Multiplicity = 4
Expectation value of S² = 3.7518

CARTESIAN COORDINATES (ANGSTROEM)
O  0.285  0.532  0.106
Li  -1.639  0.037  -0.322
C  1.292  -0.134  -0.523
C  1.817  -1.046  0.360
H  1.354  -0.032  -1.607
H  2.338  -0.765  1.278
H  2.344  -1.868  -0.130
Tm  0.775  3.361  -0.117
C  -3.970  -0.003  -0.118
O  -5.089  0.008  -0.036
H  0.494  -0.089  1.110

Results of the Mulliken charge analysis, in e, for atoms 1 through 4: -0.2911, 0.9709, 0.1902, -0.9865

=====

# 5
Molecular formula: C3H11N2OS
Method: DFT, ωB97M-V with the def2-TZVPD basis set

Calculated values
Net charge = -1
ΔE to the lowest compared entry with this formula, charge and spin = 74.5 kcal/mol

CARTESIAN COORDINATES (ANGSTROEM)
C  0.353  -0.836  1.024
C  0.915  -0.743  -0.377
S  2.310  -1.888  -0.742
N  -2.651  1.337  0.257
C  -2.560  1.552  -1.046
N  -2.164  2.759  -1.630
H  0.216  -1.858  1.375
H  1.031  -0.441  1.783
H  1.282  0.275  -0.570
H  0.169  -0.814  -1.183
H  -0.632  -0.366  1.133
H  -2.993  0.886  -1.802
H  -1.623  1.197  -0.186
H  -1.634  3.315  -0.972
H  -1.676  2.652  -2.498
H  3.933  -2.517  1.998
H  2.703  -2.183  1.236
O  3.020  -2.327  2.201

Results of the Mulliken charge analysis, in e, for atoms 1 through 4: -1.0666, -0.3503, -0.7021, -0.6604

=====

# 6
Molecular formula: C52H66N2O4SZn
Method: DFT, ωB97M-V with the def2-TZVPD basis set

CARTESIAN COORDINATES (ANGSTROEM)
Zn  -0.358  0.024  0.322
C  -0.972  -2.609  2.749
O  -0.236  -1.909  1.751
C  0.565  -2.686  0.907
C  -0.043  -3.575  0.011
C  -1.542  -3.732  -0.158
C  -2.377  -2.566  -0.669
C  -3.767  -2.688  -0.635
C  -4.619  -1.741  -1.187
C  -4.032  -0.666  -1.860
C  -2.662  -0.503  -1.911
C  -1.988  0.615  -2.683
C  -1.533  1.770  -1.816
C  -2.481  2.646  -1.310
C  -2.150  3.704  -0.474
C  -0.819  3.827  -0.095
C  0.179  2.977  -0.570
C  1.606  3.197  -0.093
C  2.539  2.015  0.065
C  3.823  2.067  -0.466
C  4.739  1.031  -0.313
C  4.320  -0.086  0.407
C  3.052  -0.176  0.957
C  2.612  -1.397  1.737
C  1.930  -2.448  0.885
C  2.717  -3.211  0.018
C  2.177  -4.179  -0.806
C  0.789  -4.330  -0.796
C  3.026  -5.066  -1.713
C  2.784  -6.536  -1.340
C  2.628  -4.839  -3.178
C  4.520  -4.776  -1.570
C  2.157  0.890  0.803
O  0.950  0.825  1.382
C  6.143  1.064  -0.915
C  6.487  2.429  -1.512
C  7.185  0.744  0.168
C  6.238  0.010  -2.027
C  -0.186  1.988  -1.488
O  0.788  1.190  -2.056
C  1.511  1.821  -3.096
C  -3.249  4.662  -0.015
C  -4.328  3.885  0.750
C  -3.869  5.328  -1.251
C  -2.713  5.757  0.906
C  -1.829  -1.416  -1.235
O  -0.528  -1.124  -1.131
C  -6.139  -1.806  -1.050
C  -6.806  -1.714  -2.428
C  -6.605  -3.101  -0.382
C  -6.598  -0.624  -0.182
H  -0.955  -3.683  2.570
H  -1.999  -2.244  2.737
H  -0.520  -2.427  3.730
H  -2.003  -4.106  0.760
H  -1.670  -4.534  -0.892
H  -4.177  -3.571  -0.159
H  -4.657  0.066  -2.360
H  -2.691  0.991  -3.429
H  -1.121  0.197  -3.194
H  -3.517  2.471  -1.576
H  -0.524  4.599  0.604
H  1.533  3.696  0.879
H  2.080  3.917  -0.768
H  4.102  2.953  -1.022
H  4.999  -0.921  0.543
H  1.934  -1.077  2.525
H  3.492  -1.852  2.198
H  3.779  -3.014  0.007
H  0.325  -5.034  -1.477
H  1.759  -6.840  -1.553
H  2.971  -6.698  -0.278
H  3.453  -7.184  -1.909
H  1.567  -5.024  -3.338
H  3.192  -5.509  -3.829
H  2.837  -3.810  -3.476
H  4.868  -4.970  -0.554
H  4.756  -3.742  -1.827
H  5.081  -5.423  -2.246
H  6.426  3.219  -0.762
H  5.826  2.686  -2.341
H  7.507  2.409  -1.899
H  7.044  1.387  1.039
H  8.193  0.903  -0.219
H  7.117  -0.292  0.498
H  5.560  0.255  -2.846
H  5.971  -0.979  -1.654
H  7.255  -0.037  -2.424
H  2.086  2.675  -2.727
H  0.834  2.161  -3.887
H  2.197  1.076  -3.493
H  -4.783  3.111  0.131
H  -5.116  4.567  1.077
H  -3.896  3.398  1.623
H  -4.350  4.596  -1.899
H  -3.104  5.843  -1.835
H  -4.622  6.058  -0.950
H  -2.340  5.325  1.834
H  -3.519  6.450  1.154
H  -1.914  6.329  0.432
H  -6.459  -2.521  -3.076
H  -6.583  -0.768  -2.922
H  -7.891  -1.792  -2.331
H  -6.294  -3.978  -0.950
H  -7.694  -3.107  -0.319
H  -6.213  -3.189  0.633
H  -6.347  0.328  -0.652
H  -6.106  -0.653  0.791
H  -7.679  -0.656  -0.027
C  1.319  0.071  5.164
C  0.344  1.030  4.570
C  0.214  2.338  4.939
C  -0.731  3.120  4.254
N  -1.519  2.633  3.311
C  -1.388  1.351  2.950
S  -2.329  0.619  1.737
N  -0.471  0.576  3.605
C  -0.881  4.572  4.579
H  1.929  0.563  5.917
H  1.973  -0.328  4.390
H  0.793  -0.765  5.629
H  0.837  2.760  5.712
H  -0.319  -0.344  3.200
H  -0.014  4.952  5.114
H  -1.767  4.719  5.200
H  -1.027  5.137  3.662

Results of the Mulliken charge analysis, in e, for atoms 1 through 4: 3.6699, -1.3501, -0.4128, 0.1366

=====

# 7
Molecular formula: C18H41LuN2OP3S
Method: DFT, ωB97M-V with the def2-TZVPD basis set

Calculated values
Net charge = +3
ΔE to the lowest compared entry with this formula, charge and spin = 160.1 kcal/mol

CARTESIAN COORDINATES (ANGSTROEM)
Lu  1.051  -0.414  -0.022
P  1.537  -2.564  1.804
P  -0.558  -1.557  -1.594
P  -0.728  0.423  1.631
H  2.510  1.669  -0.918
C  1.979  1.604  0.053
C  2.596  0.985  1.143
H  3.644  0.626  1.077
C  2.938  -3.646  1.570
C  0.240  -3.783  1.883
C  1.792  -1.861  3.422
C  -0.961  -0.251  -2.719
C  0.088  -2.930  -2.456
C  -2.034  -2.084  -0.789
C  -0.066  1.550  2.822
C  -1.744  -0.733  2.466
C  -1.722  1.408  0.509
H  1.116  2.273  0.189
H  2.258  1.119  2.184
H  4.067  -2.980  1.487
H  2.938  -4.165  0.591
H  3.118  -4.213  2.482
H  0.176  -4.305  0.922
H  -0.700  -3.309  2.158
H  0.611  -4.446  2.672
H  2.656  -1.190  3.454
H  1.973  -2.748  4.038
H  0.895  -1.339  3.772
H  -1.668  -0.780  -3.355
H  -0.080  0.074  -3.281
H  -1.428  0.606  -2.226
H  -0.781  -3.142  -3.073
H  0.317  -3.747  -1.770
H  0.961  -2.661  -3.051
H  -2.563  -2.441  -1.670
H  -2.581  -1.275  -0.305
H  -1.839  -2.896  -0.084
H  -0.997  1.918  3.246
H  0.512  2.355  2.365
H  0.538  1.021  3.562
H  -2.497  -0.054  2.859
H  -1.174  -1.211  3.262
H  -2.179  -1.474  1.796
H  -2.384  1.910  1.217
H  -2.299  0.795  -0.191
H  -1.128  2.144  -0.051
C  -4.205  3.801  -2.890
C  -4.326  4.791  -3.892
C  -3.740  6.040  -3.681
C  -3.043  6.312  -2.493
C  -2.933  5.321  -1.508
C  -3.510  4.063  -1.699
O  -4.743  2.551  -3.026
H  -5.195  2.502  -3.888
H  -4.870  4.566  -4.812
H  -3.828  6.808  -4.452
H  -2.588  7.294  -2.338
H  -2.394  5.522  -0.581
H  -3.442  3.278  -0.945
N  5.020  -2.998  -0.468
C  4.668  -2.213  0.602
N  5.551  -1.453  1.301
S  3.149  -1.443  0.197
H  5.959  -3.287  -0.576
H  4.333  -3.293  -1.160
H  5.221  -0.741  1.952
H  6.516  -1.702  1.277

Results of the Mulliken charge analysis, in e, for atoms 1 through 4: 0.7400, 0.9756, 0.5318, 0.6169

=====

Result set for energy: -1975.68536 -2103.81800 -9306.39608 -1358.53772 -703.76543 -4609.19112 -3551.81191 hartree, one per record in the order listed.
Result set for M: 552.593 641.841 959.491 247.938 123.201 880.567 601.495 g/mol, one per record in the order listed.